C41H91BrN5O3 | wB97M-V/def2-TZVPD

Geometry as XYZ:
```
141
Properties=species:S:1:pos:R:3:forces:R:3:mulliken_charge:R:1
N -3.76421 -3.31376 -0.67419 -0.7 -0.9 -0.6 0.266
C -3.91259 -2.36737 -1.84328 0.2 0.4 0.6 -0.263
H -5.04753 -3.32980 2.32069 0.1 0.1 0.0 0.443
H 3.09012 -2.45101 4.19358 0.0 0.0 0.0 0.380
H 1.92015 5.73380 -1.08539 -0.1 0.0 0.2 0.448
H 1.14427 7.92761 2.02563 -0.1 0.0 -0.1 0.400
H -2.79495 2.89469 3.87798 -0.1 -0.2 0.1 0.614
C 2.72952 3.72125 1.48929 -0.3 0.2 1.6 -0.374
H 3.06467 5.94285 2.46472 -0.1 0.1 0.1 0.386
H 4.69774 4.70614 1.85124 -0.5 0.2 0.2 0.460
H 6.63959 -1.30194 1.50000 -0.2 0.1 0.3 0.458
H -5.82123 -3.90655 -0.32625 0.2 -0.1 -0.1 0.547
C -5.93773 2.36534 1.62215 0.6 0.3 0.0 -1.094
H 6.92131 -1.76249 -1.82102 -0.2 0.1 0.3 0.409
H -4.00943 -1.39109 -1.36043 0.0 0.1 -0.3 -0.688
H 0.80979 6.54895 3.06118 0.3 0.0 0.1 0.335
H -0.62888 -1.57816 3.44069 -0.2 0.2 0.1 0.520
H 0.19310 4.33714 -0.01356 0.4 -0.3 -0.1 0.105
H 0.25276 0.65305 3.82540 -0.3 0.3 -0.2 0.700
H 0.28770 4.19000 1.73496 0.4 -0.2 0.0 0.046
H 1.22269 -0.86790 -5.64748 -0.3 0.1 0.0 0.523
C 4.58445 -1.63185 2.14558 0.0 0.4 0.0 -0.227
C 0.68105 -2.81688 -4.79684 -0.1 0.2 0.2 -0.110
H -2.61290 -3.38729 2.44184 -0.3 0.3 0.0 0.323
C 2.44509 -1.28543 -3.96478 -0.8 -0.9 0.0 0.109
H -4.75633 2.66465 -2.86873 0.3 -0.1 0.0 0.417
N 2.09142 4.93535 0.87562 0.1 -0.1 -0.4 0.752
C 1.08088 -1.32981 -4.67386 0.4 0.0 0.2 -0.597
H -2.44482 -4.76512 -1.44142 -0.1 -0.2 -0.3 0.305
H 2.34810 3.66397 2.52010 0.0 0.3 0.0 0.438
H 6.71623 -2.86715 -3.09864 -0.2 -0.1 -0.1 0.441
C -4.37020 2.34604 -0.29736 -0.2 0.1 0.3 -0.684
C 0.59783 4.79570 0.88140 -1.2 0.5 1.0 -0.345
H -4.18053 0.96886 -2.74423 0.2 0.2 -0.2 0.104
C -0.29764 -1.03621 2.55534 1.2 -0.4 -0.5 0.950
H -2.73718 -3.31254 -3.36921 0.0 0.0 0.0 0.915
C -3.50032 -4.70287 -1.19718 0.0 0.0 0.5 -0.919
H -5.97554 2.43348 2.70571 -0.2 0.0 0.0 0.419
H -3.16584 0.52836 1.06776 -0.4 -0.2 -0.6 -0.760
H -4.85319 0.02893 1.63401 -0.1 0.1 -0.6 0.375
C 0.07997 6.21423 1.09896 0.4 0.8 -1.0 -0.607
H 0.83877 -1.61851 0.76451 0.0 0.5 0.2 -0.838
H -6.51132 1.52375 1.25309 -0.1 0.0 0.1 0.400
O 0.59386 -0.01182 -0.69884 -0.3 0.5 -0.5 0.984
H -2.57289 -4.78044 1.47561 -0.1 0.0 -0.3 0.453
H 0.49092 -3.06737 -5.83714 0.1 -0.2 0.0 0.532
H -3.34193 2.05609 -0.52973 -0.1 -0.2 -0.1 -0.073
H -1.80832 -2.35696 -2.20296 0.0 0.0 -0.1 -1.010
H 2.26015 -1.78658 -1.39729 0.0 -0.1 0.0 -0.127
C 1.09585 6.84228 2.04814 -0.2 -0.4 0.3 -0.805
H 0.35352 -0.76796 -4.09195 -0.1 0.1 -0.2 0.083
C -5.01700 1.64173 -2.58548 -0.2 0.5 0.1 -1.371
H -1.72441 2.15257 2.75350 -0.1 -0.1 -0.6 -0.515
H 1.26780 0.70067 -0.81837 0.4 -0.5 0.0 -0.553
H 4.07795 -4.01312 -2.71383 0.0 0.0 0.0 0.338
H 4.77335 2.59981 3.29460 0.1 0.5 0.0 0.399
H 3.24587 -1.27242 -4.69756 0.2 0.5 0.2 0.618
H 0.50619 -2.94972 1.82078 0.2 0.0 0.2 0.460
O -1.65556 0.13373 -0.84652 0.0 -0.7 0.0 0.293
H 2.31801 4.01282 -0.95517 0.4 0.0 -0.3 0.258
H -4.90259 -4.93454 1.68344 0.1 0.0 -0.1 0.269
H 3.55784 5.32197 -0.66775 0.1 -0.3 0.3 0.389
H 4.59964 -0.65255 2.63376 0.0 -0.2 0.3 0.426
H 4.87276 -1.04544 -2.86190 -0.1 0.0 -0.1 0.309
C 4.89238 2.60812 2.20387 -0.7 -1.0 0.8 -1.152
H 1.32139 -2.39870 4.33078 0.0 0.0 0.0 0.376
H 3.00151 6.85233 0.96831 -0.1 0.0 0.0 0.321
H 5.95174 2.48523 1.99889 0.0 0.2 -0.2 0.464
C -4.57105 -3.90907 1.53137 -0.4 -0.1 0.0 -0.896
H -4.14346 3.90360 2.29482 0.2 0.1 0.1 0.274
H 2.11429 -3.58091 -1.48914 -0.2 0.0 0.1 0.425
C -5.41047 1.59327 -1.10056 0.5 -0.4 -0.7 -0.131
C -3.54963 0.99795 3.06147 0.5 -0.2 0.5 -1.105
C -4.06592 0.77553 1.63763 1.0 0.4 1.3 0.451
H -5.82756 1.38806 -3.26743 -0.1 -0.3 0.2 0.424
H -4.84088 -2.61737 -2.35624 0.0 -0.1 0.1 0.534
H 3.10742 -2.83705 1.09657 0.1 -0.1 0.4 0.521
H -2.86636 3.52830 1.12812 0.0 -0.2 -0.1 0.373
H 2.43011 -0.13856 3.97703 -0.2 -0.3 0.1 0.322
H 2.58071 -3.82480 -5.01823 0.0 -0.1 0.0 0.420
H -2.43348 -1.54094 -4.70960 0.6 0.5 0.0 0.405
C -2.74150 -1.17330 -3.73008 -0.5 -0.6 -0.5 -1.554
H 5.43647 -0.81398 0.33050 -0.1 0.0 0.0 0.318
H -5.30900 -2.31495 0.23958 -0.2 -0.1 0.1 -0.041
H -1.73699 -3.06285 -0.11346 0.0 0.2 0.0 0.094
H 4.38475 1.68054 1.91369 0.2 0.0 -0.4 -0.138
H 4.79776 -2.41199 2.87614 0.1 0.1 0.1 0.352
C 4.24399 3.78046 1.49792 0.6 -0.4 -1.4 -0.235
C 6.24670 -2.54903 -2.16188 0.8 0.2 -0.6 -1.741
H -6.28741 3.27782 1.14564 -0.1 0.1 0.2 0.363
H 0.83415 -2.46472 -2.14230 0.0 -0.1 0.0 0.035
H 2.46046 -0.51896 -3.19348 0.7 0.2 -0.2 -0.565
C 2.52787 5.00147 -0.55323 -0.5 0.3 -0.5 -1.012
C 5.66827 -1.57122 1.08365 0.5 0.0 -0.5 -1.542
H 2.59717 0.38323 2.33426 0.1 -0.2 -0.1 -0.290
N 2.06552 -1.66918 2.49442 -0.2 0.4 0.7 1.123
O -0.46421 1.85829 -0.07404 0.1 -0.1 0.0 -0.748
H 0.10153 6.72522 0.12875 0.0 0.1 0.1 0.344
H -0.94277 6.33073 1.45037 0.0 -0.5 0.1 0.396
H -2.15420 -0.35751 -3.32019 0.1 0.0 -0.2 0.271
Br 3.47777 1.31055 -1.60875 -0.3 -0.1 0.5 -0.624
H -3.74300 -5.43121 -0.42655 0.2 0.1 0.1 0.489
C -0.58444 0.70715 -0.55708 -0.5 0.7 0.8 -0.717
C -5.01933 -3.36627 0.16858 0.2 0.8 0.1 -0.129
H 4.38108 -1.84981 -1.40682 -0.2 0.0 -0.1 -0.824
H -4.46537 3.42000 -0.46821 -0.1 0.0 0.0 0.720
H 0.38157 0.92113 2.03736 0.2 0.2 0.1 -0.514
C 0.74033 -1.88139 1.81719 -0.3 -1.0 -0.5 -0.291
C -2.72920 -2.38725 -2.79189 -0.1 0.1 0.3 1.024
C 4.83184 -2.02405 -2.38536 0.7 -0.1 0.3 1.490
H 2.05387 -3.61335 3.27662 0.3 -0.1 0.1 0.308
C 1.98517 -0.23420 2.99010 0.4 0.6 -0.7 -0.322
C -3.52300 3.10779 1.88452 -0.3 0.1 0.1 -0.633
C 2.15635 -2.60255 3.66420 -0.2 0.0 -0.2 -1.002
C -2.78290 2.30702 2.95839 -0.2 0.9 0.4 0.247
C 2.42100 6.22211 1.63735 0.2 -0.3 0.0 -0.378
H 2.97875 -1.18202 0.69751 0.4 0.4 0.3 -0.362
H -2.82483 0.24360 3.37318 -0.3 -0.4 -0.2 0.417
H -4.16160 -4.91246 -2.03282 0.2 0.2 -0.2 0.338
H -4.31488 1.02195 3.83744 -0.2 0.1 -0.2 0.396
C 0.53195 0.22325 2.86212 -0.6 -0.3 0.8 0.192
H 4.53200 3.70476 0.44232 0.2 0.0 0.1 0.324
H -6.40913 2.00558 -0.98027 0.0 -0.1 0.2 0.491
C -2.72297 -2.91830 0.31745 0.1 -0.4 0.6 0.750
H -3.74629 -0.80415 -3.95353 -0.1 -0.1 0.4 0.455
H 4.40433 -3.14446 -4.20843 0.1 0.2 0.0 0.504
C 3.21607 -1.83971 1.54211 -0.5 -0.6 -1.0 -0.313
H -1.10922 -0.86535 1.84951 -0.2 0.2 0.2 -1.159
C 4.04339 -3.02779 -3.18843 -0.4 -0.2 0.6 -1.127
H 6.33775 -3.38999 -1.47555 -0.3 0.0 0.1 0.387
N -4.50896 2.15757 1.21454 0.2 -0.6 -1.0 0.651
H -0.23566 -3.02665 -4.24563 0.0 0.0 0.0 -0.317
H -5.38443 0.53117 -0.83402 -0.3 0.1 0.3 0.003
H -2.86154 -1.88272 0.62449 0.0 0.2 -0.6 -1.030
H 2.28823 2.84725 1.00443 0.5 0.0 -0.5 -0.290
H 5.87632 -2.51088 0.57101 -0.4 -0.1 0.0 0.354
C 1.89658 -2.63162 -1.97823 0.3 0.1 0.0 -0.580
N 2.59099 -2.65455 -3.28769 -0.5 0.5 -0.9 0.345
C -3.04126 -3.79518 1.52504 0.5 -0.4 0.4 -0.337
H 1.65531 -4.49711 -3.65948 -0.2 -0.1 -0.2 0.483
C 1.86216 -3.59612 -4.23354 0.5 0.2 0.2 -0.715
```
Forces are in eV/Å.

Calculated values
Lowest unoccupied orbital energy (eV): -5.96
Energy (eV): -127608.049
Frontier orbital gap (eV): 7.843
2S+1: 1
Net charge: +3
Molar mass (g mol⁻¹): 782.11
HOMO level (eV): -13.804
Energy above the lowest of the compared OMol25 structures with the same formula, charge and spin (kcal/mol): 0.0